ORCA calculation (ωB97M-V with the def2-TZVPD basis set) on a gas-phase ion, C5H6N (charge +1) in a non-equilibrium geometry.

Calculated values
total charge = +1
HOMO energy = -14.495 eV
energy above the lowest of the compared OMol25 structures with the same formula, charge and spin = 157.31 kcal/mol
E = -6758.35610 eV

The geometry in XYZ format:
```
12
Properties=species:S:1:pos:R:3:forces:R:3:nbo_charge:R:1
C -3.322 0.901 2.323 -2.0956 0.3844 0.3802 0.264
C -2.069 0.810 2.235 3.0617 -1.2619 -1.4680 -0.375
C 0.850 0.383 -0.031 3.3722 0.7876 -0.2144 -0.233
C -1.106 0.177 1.542 0.2583 -0.4591 1.0856 -0.033
C -0.505 0.705 0.276 -2.9900 0.5653 -0.0043 -0.064
N -0.130 -0.485 -0.668 -0.7117 -3.3701 1.4788 -0.553
H 1.428 1.005 -0.713 -0.5154 0.0673 -0.1677 0.272
H 1.586 0.026 0.726 -1.1382 -0.4318 -0.4892 0.273
H -0.617 -0.796 1.884 -0.8152 1.2153 -0.0925 0.222
H -1.112 1.571 -0.137 1.1810 -1.2251 0.0008 0.300
H -0.308 -0.627 -1.666 0.2167 1.1916 0.0395 0.472
H -0.235 -1.492 -0.247 0.1762 2.5364 -0.5489 0.456
```
Forces are in eV/Å.